<1>
{"formula": "CH5NO", "method": "ωB97M-V/def2-TZVPD", "e_homo_ev": -9.89, "symbols": ["N", "C", "O", "H", "H", "H", "H", "H"], "xyz": [[-0.857, 0.636, -0.309], [-0.099, -0.574, -0.040], [1.476, 0.142, 0.590], [-0.439, 0.941, -1.181], [-0.582, 1.375, 0.328], [-0.621, -1.343, 0.524], [0.418, -0.895, -0.925], [0.704, -0.284, 1.013]]}

<2>
{"formula": "CH5NO", "method": "ωB97M-V/def2-TZVPD", "e_homo_ev": -10.74, "smiles": "C=N.O", "symbols": ["C", "N", "H", "H", "H", "O", "H", "H"], "xyz": [[-1.844, -0.459, 0.245], [-0.954, 0.452, -0.150], [-1.895, -1.374, -0.357], [-2.798, -0.100, 0.640], [-1.035, 1.221, 0.501], [2.473, 0.005, -0.139], [1.680, 0.653, -0.137], [2.009, -0.852, 0.048]]}

The data favor <2>; the next most stable structure lies 2.112 eV above it.